Record 1
Entry from the Open Molecules 2025 dataset: the molecule C5H4O in a non-equilibrium geometry (ωB97M-V/def2-TZVPD).

Cartesian coordinates (Å):
C -1.3615 -0.6097 -0.0727
C -0.2085 0.7733 -0.3622
C -0.3870 0.1331 0.8775
C 1.0582 0.0371 -0.1119
C 2.2017 -0.2909 -0.3926
O -2.5764 -0.4380 0.1318
H -0.9603 -1.5176 -0.5407
H -0.2550 1.8474 -0.5126
H -0.6481 0.6335 1.8037
H 3.1368 -0.5682 -0.8204

Atoms 1-3, force components in eV/Å:
C -0.81 -1.31 1.60
C 0.58 0.71 0.06
C -1.35 0.04 -0.33

Results
HOMO-LUMO gap, eV: 7.24
Total charge: 0
E_LUMO, eV: -1.2
HOMO, eV: -8.5
Energy above the lowest of the compared OMol25 structures with the same formula, charge and spin, kcal/mol: 140.2


Record 2
Entry from the Open Molecules 2025 dataset: the molecule C5H4O in a non-equilibrium geometry (ωB97M-V/def2-TZVPD).

Cartesian coordinates (Å):
C -1.2493 0.0695 -1.0517
C 0.0184 -0.8804 0.9151
C 0.8136 0.8385 -0.1422
C 0.8931 -0.6367 -0.2772
C -0.4988 0.1647 -0.0103
O -1.9420 0.2554 -1.9907
H -0.5982 -1.7166 1.1018
H 0.3271 -0.5576 1.8013
H 1.1875 1.1930 0.8244
H 1.0485 1.2702 -1.1704

Atoms 1-3, force components in eV/Å:
C -3.50 1.03 -4.79
C -1.22 -1.32 -2.88
C 1.69 0.50 -1.86

Results
HOMO-LUMO gap, eV: 8.42
Total charge: 0
E_LUMO, eV: 0.0
HOMO, eV: -8.4
Energy above the lowest of the compared OMol25 structures with the same formula, charge and spin, kcal/mol: 98.8


Record 3
Entry from the Open Molecules 2025 dataset: a structure of composition C5H4O2 in a non-equilibrium geometry (ωB97M-V/def2-TZVPD).

Cartesian coordinates (Å):
C 0.6787 1.0929 1.0338
C -0.8470 0.1820 0.1929
C -1.4884 -0.6622 -0.6188
C 0.7893 -0.8571 -0.9260
C 0.5859 0.0797 -0.0550
H 0.9554 2.1002 0.8699
H 1.3600 0.6596 1.8393
H -2.4978 -0.9423 -0.7594
H 1.6615 -1.4173 -1.3877
O -0.7359 1.0694 1.2175
O -0.4619 -1.3049 -1.4065

Atoms 1-3, force components in eV/Å:
C 2.50 -1.22 1.56
C 1.81 -1.07 -1.28
C 1.49 -0.11 -0.41

Results
HOMO-LUMO gap, eV: 9.71
Total charge: 0
E_LUMO, eV: 0.9
HOMO, eV: -8.8
Energy above the lowest of the compared OMol25 structures with the same formula, charge and spin, kcal/mol: 78.9


Record 4
Entry from the Open Molecules 2025 dataset: the molecule C5H4O2 in a non-equilibrium geometry (ωB97M-V/def2-TZVPD).

Cartesian coordinates (Å):
O 3.2861 -0.5659 0.1574
C 2.2209 -0.0740 0.0706
O 1.8154 1.1977 0.2127
C 0.4867 1.0187 -0.3849
C -0.5308 0.5477 0.6703
C -0.2496 -0.7440 0.6273
C 0.8394 -0.6201 -0.5263
H 0.1640 1.7600 -1.1832
H -1.3724 1.1938 1.1531
H -0.6800 -1.6992 1.2302
H 0.6986 -1.3207 -1.3529

Atoms 1-3, force components in eV/Å:
O 0.90 0.14 0.76
C -2.03 -1.61 -2.21
O -0.13 1.11 -0.01

Results
HOMO-LUMO gap, eV: 10.58
Total charge: 0
E_LUMO, eV: 0.9
HOMO, eV: -9.7
Energy above the lowest of the compared OMol25 structures with the same formula, charge and spin, kcal/mol: 62.2
SMILES: O=C1O[C@@H]2C=C[C@H]12


Record 5
Entry from the Open Molecules 2025 dataset: the molecule C5H4O2 in a non-equilibrium geometry (ωB97M-V/def2-TZVPD).

Cartesian coordinates (Å):
C 1.5906 -1.4156 0.1300
C 0.5040 -0.5561 -0.1779
O -0.7571 -1.2416 -0.1789
C -1.6786 -0.2933 0.0834
C -1.1942 0.9725 0.0978
C 0.2847 0.9287 -0.0441
O 1.2231 1.7646 -0.0003
H 2.3612 -0.7214 0.0920
H 1.4839 -2.4901 0.4405
H -2.7522 -0.5421 0.4011
H -1.8610 1.7523 -0.0349

Atoms 1-3, force components in eV/Å:
C -4.83 2.63 -0.95
C 1.40 -4.91 1.58
O -0.06 0.71 0.64

Results
HOMO-LUMO gap, eV: 8.74
Total charge: 0
E_LUMO, eV: -0.7
HOMO, eV: -9.4
Energy above the lowest of the compared OMol25 structures with the same formula, charge and spin, kcal/mol: 51.7
SMILES: C=C1OC=CC1=O


Record 6
Entry from the Open Molecules 2025 dataset: the molecule C5H4O2 in a non-equilibrium geometry (ωB97M-V/def2-TZVPD).

Cartesian coordinates (Å):
O -1.4159 -0.6569 2.0610
C -0.8235 -0.4079 1.0381
C -1.0209 -0.8488 -0.3102
C -0.0880 -0.3536 -1.1493
C 0.9704 0.6030 -0.5374
C 0.4277 0.6131 0.8798
O 0.7511 0.9958 1.9632
H -1.8634 -1.4681 -0.5515
H -0.1520 -0.5365 -2.2178
H 2.0434 0.6351 0.0632
H 1.1710 1.4249 -1.2393

Atoms 1-3, force components in eV/Å:
O 0.76 0.30 -0.89
C 0.50 0.64 -0.12
C 0.20 -0.28 -0.88

Results
HOMO-LUMO gap, eV: 8.53
Total charge: 0
E_LUMO, eV: -0.5
HOMO, eV: -9.1
Energy above the lowest of the compared OMol25 structures with the same formula, charge and spin, kcal/mol: 58.6
SMILES: O=C1C=CCC1=O


Record 7
Entry from the Open Molecules 2025 dataset: the molecule C5H4O2 in a non-equilibrium geometry (ωB97M-V/def2-TZVPD).

Cartesian coordinates (Å):
O -2.4118 -1.5871 0.2529
C -1.3340 -1.3156 0.5669
C -0.1168 -1.0838 1.0624
C 0.7632 -0.0076 0.6946
C 0.8059 0.8743 -0.3301
C -0.1257 1.0232 -1.4398
O -1.1996 0.4545 -1.5441
H 0.1897 -1.7408 1.8744
H 1.5664 0.0998 1.4180
H 1.6499 1.5548 -0.3348
H 0.2102 1.7329 -2.2260

Atoms 1-3, force components in eV/Å:
O 0.99 0.17 0.29
C -0.96 -0.22 -0.29
C -0.09 0.20 -0.17

Results
HOMO-LUMO gap, eV: 8.81
Total charge: 0
E_LUMO, eV: 0.0
HOMO, eV: -8.8
Energy above the lowest of the compared OMol25 structures with the same formula, charge and spin, kcal/mol: 27.6
SMILES: O=C=C/C=C\C=O


Record 8
Entry from the Open Molecules 2025 dataset: the molecule C5H4O2 in a non-equilibrium geometry (ωB97M-V/def2-TZVPD).

Cartesian coordinates (Å):
O 1.9826 -1.5271 0.8570
C 1.2045 -0.7530 0.4424
O -0.4499 -0.9886 0.8109
C -1.5728 -0.9994 -0.3996
C -1.1301 0.2122 0.3771
C -0.0781 1.0511 -0.1878
C 1.1410 0.4846 -0.2823
H -0.9253 -1.0910 -1.2905
H -1.8666 0.6811 1.0426
H -0.2848 2.0567 -0.5233
H 1.9795 0.8735 -0.8466

Atoms 1-3, force components in eV/Å:
O -1.14 0.67 -0.47
C -0.61 -0.70 0.39
O 1.14 0.18 0.24

Results
HOMO-LUMO gap (alpha / beta), eV: 7.53 / 7.53
Total charge: 0
E_LUMO (alpha / beta), eV: -0.6 / -0.6
HOMO (alpha / beta), eV: -8.1 / -8.1
Energy above the lowest of the compared OMol25 structures with the same formula, charge and spin, kcal/mol: 108.3


Record 9
Entry from the Open Molecules 2025 dataset: the molecule C5H4OS in a non-equilibrium geometry (ωB97M-V/def2-TZVPD).

Cartesian coordinates (Å):
C -2.4331 -1.2709 0.1477
C -1.4546 -0.5913 -0.1971
C -0.4495 0.3893 -0.5019
O -0.4497 1.5746 0.1531
C 0.5973 0.4845 0.6630
C 1.8917 0.5132 -0.0656
S 3.0649 -0.7196 -0.0069
H -2.9086 -2.2924 0.3392
H -0.1537 0.3571 -1.6140
H 0.4556 -0.0066 1.6039
H 1.8397 1.5620 -0.5212

Atoms 1-3, force components in eV/Å:
C 2.39 -1.14 -0.86
C -3.72 -1.42 1.03
C 0.63 -1.69 -0.70

Results
HOMO-LUMO gap, eV: 8.36
Total charge: 0
E_LUMO, eV: -0.8
HOMO, eV: -9.2
Energy above the lowest of the compared OMol25 structures with the same formula, charge and spin, kcal/mol: 117.2
SMILES: C#C[C@H]1O[C@@H]1C=S


Record 10
Entry from the Open Molecules 2025 dataset: the molecule C5H4OS in a non-equilibrium geometry (ωB97M-V/def2-TZVPD).

Cartesian coordinates (Å):
O 0.8519 -1.5036 2.3127
C 0.7875 -0.5266 1.6588
C 0.9233 0.4488 0.7766
C 0.2785 0.5585 -0.5221
C -1.2567 0.4288 -0.5933
C -0.4222 -0.7002 -0.9262
S -0.1011 -2.1602 -1.5286
H 1.7800 1.1314 1.0359
H 0.8518 1.0781 -1.1455
H -1.9212 0.4152 0.2850
H -1.7719 0.8297 -1.3531

Atoms 1-3, force components in eV/Å:
O -0.61 1.74 -0.45
C 0.95 -1.70 -0.20
C 1.71 0.68 2.17

Results
HOMO-LUMO gap, eV: 7.90
Total charge: 0
E_LUMO, eV: -0.4
HOMO, eV: -8.3
Energy above the lowest of the compared OMol25 structures with the same formula, charge and spin, kcal/mol: 72.8
SMILES: O=C=C[C@@H]1CC1=S


> What is the formula in the first record?

C5H4O